# 1
Entry from the OMol25 dataset: C12H23N2O2P2PdSe as an isolated structure (ωB97M-V with the def2-TZVPD basis set).

Structure (ORCA input):
```
! wB97M-V def2-TZVPD RIJCOSX def2/J DEFGRID3
* xyz 3 5
Pd -0.357 0.137 0.960
P -0.434 2.232 0.200
C 0.887 2.294 -0.997
C 1.661 1.127 -1.115
N 1.477 0.112 -0.176
C 2.277 -0.955 -0.075
C 3.493 -0.964 -0.768
C 3.719 0.003 -1.765
C 2.746 0.956 -2.023
C 1.885 -2.088 0.859
P 0.107 -2.063 1.106
H 2.888 1.672 -2.824
H 4.233 -1.730 -0.542
H 4.675 0.011 -2.303
H 2.198 -3.064 0.479
H 2.347 -1.922 1.837
H -2.185 1.212 -3.890
H 0.879 3.002 -1.827
H -2.690 -1.228 -1.666
O -2.076 0.204 -3.780
H -1.262 -0.066 -4.251
H -1.544 -0.376 -0.019
O -2.885 -1.221 -0.723
H -3.565 -0.526 -0.470
C -0.456 -3.220 -0.153
H 0.134 -4.114 0.099
H -1.527 -3.439 -0.030
H -0.207 -2.869 -1.166
C -0.152 -3.002 2.604
H -1.229 -2.994 2.826
H 0.203 -4.029 2.414
H 0.412 -2.536 3.423
C 0.394 3.434 1.290
H 0.306 4.389 0.748
H -0.003 3.495 2.310
H 1.450 3.119 1.287
C -2.082 2.908 -0.182
H -2.785 2.856 0.678
H -1.902 3.966 -0.440
H -2.501 2.365 -1.053
Se -3.621 1.707 4.177
C -2.720 0.898 2.910
N -2.190 0.305 2.027
*
```

E_tot: -3941.85306 a.u.
LUMO energy (alpha / beta): -10.5288 / -14.3036 eV
energy above the lowest of the compared OMol25 structures with the same formula, charge and spin: 213.5 kJ/mol
Kohn-Sham gap (alpha / beta): 6.86 / 4.66 eV

=====

# 2
Entry from the OMol25 dataset: C12H23N3O12P3S2W as an isolated structure (ωB97M-V with the def2-TZVPD basis set).

Structure (ORCA input):
```
! wB97M-V def2-TZVPD RIJCOSX def2/J DEFGRID3
* xyz 2 2
W 0.178 -0.614 0.242
N -0.997 0.229 4.541
C -1.114 0.812 3.147
C -1.897 2.124 3.192
P 0.611 1.159 2.538
O 1.278 -0.315 2.593
O 1.304 2.129 3.375
O 0.363 1.285 1.028
P -1.863 -0.433 2.009
O -3.245 -0.690 2.697
O -0.906 -1.608 1.983
O -1.910 0.058 0.572
H -1.909 0.182 5.002
H -0.385 0.825 5.109
H -0.595 -0.714 4.523
H -1.406 2.842 3.850
H -2.925 1.966 3.522
H -1.927 2.563 2.195
H 2.145 -0.386 3.021
H -3.992 -1.011 2.167
C -2.538 -1.595 -2.514
C -1.816 -2.513 -1.600
N -0.803 -2.226 -0.784
C -0.465 -3.413 -0.133
C -1.262 -4.407 -0.561
N -2.093 -3.816 -1.478
C -1.439 -5.859 -0.243
O -0.669 -6.374 0.691
O -2.310 -6.449 -0.816
C 0.681 -3.348 0.777
O 1.065 -4.223 1.487
O 1.240 -2.123 0.666
H -1.886 -1.296 -3.335
H -2.850 -0.695 -1.986
H -3.417 -2.082 -2.928
H -2.789 -4.348 -1.989
H -0.019 -5.745 1.060
C 3.886 3.589 -0.914
C 2.554 3.414 -0.225
O 1.542 2.843 -1.123
P 1.540 1.398 -1.695
S 2.499 0.006 -0.589
S -0.389 0.747 -1.783
O 2.212 1.419 -3.093
C 2.112 2.512 -4.078
C 0.733 2.588 -4.685
H 4.616 3.937 -0.183
H 3.826 4.327 -1.713
H 4.251 2.646 -1.327
H 2.122 4.363 0.074
H 2.628 2.771 0.649
H 2.870 2.260 -4.810
H 2.388 3.436 -3.576
H 0.432 1.622 -5.091
H 0.748 3.310 -5.501
H -0.009 2.922 -3.955
*
```

E_tot: -3425.63941 a.u.
LUMO energy (alpha / beta): -8.0115 / -7.6647 eV
Kohn-Sham gap (alpha / beta): 6.91 / 7.68 eV

=====

# 3
Entry from the OMol25 dataset: an isolated ion of composition C12H23N4O3S and charge -1 (ωB97M-V with the def2-TZVPD basis set).

Structure (ORCA input):
```
! wB97M-V def2-TZVPD RIJCOSX def2/J DEFGRID3
* xyz -1 1
O 0.943 4.018 -1.502
O 1.610 -1.776 -1.024
O 3.362 1.626 1.748
S 2.821 -3.122 3.217
C 1.583 4.451 -0.575
C 1.960 -2.247 0.033
C 2.339 1.282 1.133
N 1.611 -3.470 0.380
N -4.320 2.694 -0.003
N 1.999 0.019 0.795
N 1.953 3.725 0.435
C 2.147 5.791 -0.799
C 1.030 -4.566 -0.385
C -3.294 1.729 0.297
C -1.866 2.238 0.200
C -1.111 1.797 1.403
C 1.965 -1.659 2.656
C 0.151 2.680 1.626
C 2.483 -1.319 1.160
C 1.329 2.383 0.570
H 1.725 -3.697 1.346
H -5.095 2.229 -0.380
H -4.591 3.020 0.945
H 1.409 -0.105 -0.015
H 2.707 3.987 1.031
H 3.228 5.897 -0.395
H 1.487 6.547 -0.472
H 2.164 5.986 -1.833
H 0.198 -4.939 0.132
H 0.661 -4.109 -1.431
H 1.715 -5.410 -0.431
H -3.365 0.922 -0.445
H -3.435 1.522 1.324
H -1.452 1.821 -0.734
H -1.835 3.351 0.190
H -0.890 0.683 1.290
H -1.692 1.997 2.307
H 2.187 -0.913 3.393
H 0.896 -1.765 2.600
H -0.059 3.735 1.648
H 0.600 2.502 2.554
H 3.509 -1.269 0.964
H 0.943 1.910 -0.313
*
```

E_tot: -1314.00456 a.u.
LUMO energy: 2.7622 eV
energy above the lowest of the compared OMol25 structures with the same formula, charge and spin: 230.3 kJ/mol
Kohn-Sham gap: 6.02 eV
structure (SMILES): CNC(=O)[C@H](C[S-])NC(=O)[C@@H](CCCCN)NC(C)=O

=====

# 4
Entry from the OMol25 dataset: C12H24AuN6O as an isolated structure (ωB97M-V with the def2-TZVPD basis set).

Structure (ORCA input):
```
! wB97M-V def2-TZVPD RIJCOSX def2/J DEFGRID3
* xyz -1 1
Au -0.654 1.186 1.332
C -3.874 0.485 0.617
N -3.650 -0.947 0.463
C -4.712 -1.760 -0.076
C -4.038 -3.112 -0.255
N -2.641 -2.750 -0.412
C -1.658 -3.809 -0.325
C -2.422 -1.463 0.099
N -1.336 -0.814 0.213
C -0.090 -1.246 -0.350
C 0.843 -0.131 -0.820
N 1.399 0.670 0.239
C 2.471 1.349 0.147
N 2.932 2.150 1.182
C 2.055 2.595 2.253
C 3.933 3.069 0.699
C 4.483 2.337 -0.514
N 3.353 1.532 -0.929
C 3.572 0.598 -2.007
H -4.884 0.615 1.010
H -3.767 1.024 -0.329
H -3.144 0.950 1.285
H -5.072 -1.371 -1.041
H -5.561 -1.799 0.610
H -4.403 -3.657 -1.129
H -4.187 -3.744 0.633
H -2.189 -4.762 -0.345
H -1.086 -3.761 0.606
H -0.955 -3.804 -1.158
H -0.245 -1.853 -1.255
H 0.468 -1.855 0.375
H 0.310 0.511 -1.532
H 1.608 -0.695 -1.366
H 1.592 1.737 2.735
H 1.236 3.230 1.895
H 2.676 3.130 2.976
H 4.696 3.251 1.458
H 3.493 4.035 0.412
H 5.347 1.713 -0.240
H 4.789 3.015 -1.314
H 4.411 0.971 -2.595
H 2.709 0.528 -2.665
H 3.829 -0.410 -1.659
O -1.637 3.062 1.076
*
```

E_tot: -1010.95369 a.u.
LUMO energy: 2.8061 eV
energy above the lowest of the compared OMol25 structures with the same formula, charge and spin: 120.4 kJ/mol
Kohn-Sham gap: 3.95 eV

=====

# 5
Entry from the OMol25 dataset: a 3-piece molecular cluster, C12H24Br4F2N overall (ωB97M-V with the def2-TZVPD basis set).

Structure (ORCA input):
```
! wB97M-V def2-TZVPD RIJCOSX def2/J DEFGRID3
* xyz 1 1
C 1.490 1.338 -0.716
C 1.986 0.056 -0.031
N 2.420 -1.059 -0.942
F 2.933 -0.464 -2.094
C 3.605 -1.794 -0.365
C 3.737 -3.010 -1.239
C 2.282 -3.441 -1.361
C 1.459 -2.138 -1.450
C 0.128 -2.320 -0.740
C -0.952 -1.305 -0.981
F 0.385 -2.490 0.624
H 1.580 1.330 -1.794
H 2.090 2.164 -0.347
H 0.476 1.571 -0.419
H 2.874 0.289 0.544
H 1.250 -0.344 0.658
H 3.337 -2.071 0.649
H 4.444 -1.113 -0.432
H 4.341 -3.777 -0.766
H 4.205 -2.805 -2.197
H 2.032 -3.980 -0.451
H 2.063 -4.060 -2.223
H 1.315 -1.931 -2.503
H -0.237 -3.275 -1.122
H -1.211 -1.343 -2.037
H -0.667 -0.291 -0.739
H -1.843 -1.536 -0.405
Br -1.060 1.043 1.734
C -2.384 0.526 3.070
C -3.139 -0.702 2.642
Br -4.366 -0.324 1.182
H -3.027 1.390 3.201
H -1.830 0.338 3.986
H -3.746 -1.078 3.462
H -2.476 -1.488 2.293
Br -0.795 4.418 -0.378
C -2.541 4.168 0.449
C -3.562 5.125 -0.104
Br -3.288 6.933 0.551
H -2.394 4.297 1.516
H -2.825 3.139 0.240
H -4.559 4.837 0.220
H -3.533 5.177 -1.188
*
```

E_tot: -11021.87390 a.u.
LUMO energy: -2.3818 eV
Kohn-Sham gap: 9.49 eV

=====

Please write out number 3 again, unchanged.
Entry from the OMol25 dataset: an isolated ion of composition C12H23N4O3S and charge -1 (ωB97M-V with the def2-TZVPD basis set).

Structure (ORCA input):
```
! wB97M-V def2-TZVPD RIJCOSX def2/J DEFGRID3
* xyz -1 1
O 0.943 4.018 -1.502
O 1.610 -1.776 -1.024
O 3.362 1.626 1.748
S 2.821 -3.122 3.217
C 1.583 4.451 -0.575
C 1.960 -2.247 0.033
C 2.339 1.282 1.133
N 1.611 -3.470 0.380
N -4.320 2.694 -0.003
N 1.999 0.019 0.795
N 1.953 3.725 0.435
C 2.147 5.791 -0.799
C 1.030 -4.566 -0.385
C -3.294 1.729 0.297
C -1.866 2.238 0.200
C -1.111 1.797 1.403
C 1.965 -1.659 2.656
C 0.151 2.680 1.626
C 2.483 -1.319 1.160
C 1.329 2.383 0.570
H 1.725 -3.697 1.346
H -5.095 2.229 -0.380
H -4.591 3.020 0.945
H 1.409 -0.105 -0.015
H 2.707 3.987 1.031
H 3.228 5.897 -0.395
H 1.487 6.547 -0.472
H 2.164 5.986 -1.833
H 0.198 -4.939 0.132
H 0.661 -4.109 -1.431
H 1.715 -5.410 -0.431
H -3.365 0.922 -0.445
H -3.435 1.522 1.324
H -1.452 1.821 -0.734
H -1.835 3.351 0.190
H -0.890 0.683 1.290
H -1.692 1.997 2.307
H 2.187 -0.913 3.393
H 0.896 -1.765 2.600
H -0.059 3.735 1.648
H 0.600 2.502 2.554
H 3.509 -1.269 0.964
H 0.943 1.910 -0.313
*
```

E_tot: -1314.00456 a.u.
LUMO energy: 2.7622 eV
energy above the lowest of the compared OMol25 structures with the same formula, charge and spin: 230.3 kJ/mol
Kohn-Sham gap: 6.02 eV
structure (SMILES): CNC(=O)[C@H](C[S-])NC(=O)[C@@H](CCCCN)NC(C)=O